# 1
DFT (the ωB97M-V functional and the def2-TZVPD basis) results for a structure of composition C3H4Br2NaO3.

Each line ends with the Mulliken charge.
Element x y z (Å)
1 Na 1.17 4.07 -0.91  0.387
2 C -2.50 2.30 -1.13  0.673
3 O -1.68 2.06 -2.03  -0.703
4 O -3.68 2.04 -1.29  -0.702
5 O -2.23 3.25 -0.41  -0.653
6 Br 1.79 -1.90 2.88  -0.149
7 C 0.88 -2.31 1.13  -0.556
8 C 0.97 -1.22 0.16  -0.641
9 Br 2.89 -0.72 -0.22  -0.167
10 H -0.16 -2.62 1.27  0.395
11 H 1.43 -3.18 0.75  0.351
12 H 0.51 -0.37 0.66  0.373
13 H 0.61 -1.41 -0.85  0.392

As for the charge: -1. The value obtained for the lowest unoccupied orbital energy is 0.0483 hartree. For the energy above the lowest of the compared OMol25 structures with the same formula, charge and spin, the calculation gives 3.875 eV. Its orbital gap is 2.744 eV. The calculation puts the total energy at -5652.6866 a.u. As for the multiplicity: 1. For the HOMO energy, the calculation gives -1.43 eV.

# 2
DFT (the ωB97M-V functional and the def2-TZVPD basis) results for a cluster of 2 separate species, C2H5ClFOPS in total.

Each line ends with the Mulliken charge.
Element x y z (Å)
1 C -0.31 -0.55 -1.97  -0.603
2 C 0.71 0.53 1.74  0.309
3 O 0.24 -0.02 -0.82  -0.155
4 F 0.36 1.06 2.96  -0.274
5 P -0.61 0.77 0.36  0.189
6 S -0.33 -2.62 1.91  -0.008
7 Cl -0.55 2.58 -0.46  -0.222
8 H 0.39 -0.89 -2.81  0.266
9 H -1.07 0.12 -2.57  0.242
10 H -1.08 -1.40 -1.80  0.271
11 H 1.64 0.99 1.61  0.287
12 H 0.61 -0.58 1.84  -0.302

The value obtained for the lowest unoccupied orbital energy (spin up / spin down) is -0.1135 / -0.1118 hartree. For the energy above the lowest of the compared OMol25 structures with the same formula, charge and spin, the calculation gives 4.497 eV. Its orbital gap (spin up / spin down) is 6.144 / 6.178 eV. The calculation puts the total energy at -1453.9074 a.u. As for the multiplicity: 1. For the HOMO energy (spin up / spin down), the calculation gives -9.23 / -9.22 eV.

# 3
DFT (the ωB97M-V functional and the def2-TZVPD basis) results for a structure of composition C10H28KN2O3.

Each line ends with the Mulliken charge.
Element x y z (Å)
1 K -3.00 2.63 1.98  0.996
2 C -2.82 -1.08 8.42  -1.061
3 C -2.03 -1.33 7.17  -0.135
4 O -1.45 -0.15 6.67  -0.525
5 H -2.28 -0.32 8.99  0.299
6 H -2.93 -1.97 9.04  0.326
7 H -3.84 -0.69 8.30  0.266
8 H -2.75 -1.80 6.50  0.225
9 H -1.29 -2.08 7.45  0.282
10 H -0.72 -0.50 6.14  0.321
11 C 0.05 3.14 -5.91  -1.455
12 C -0.78 2.36 -4.89  0.567
13 C -0.57 0.77 -5.09  -0.704
14 O -0.86 0.18 -6.33  -0.338
15 C -2.29 0.23 -6.61  -0.723
16 N -0.48 2.87 -3.58  -0.747
17 H 0.25 4.19 -5.69  0.459
18 H -0.46 3.08 -6.88  0.336
19 H 0.96 2.55 -6.03  0.346
20 H -1.78 2.73 -5.08  0.163
21 H -1.11 0.20 -4.33  0.365
22 H 0.49 0.56 -4.92  0.322
23 H -2.82 1.16 -6.43  0.264
24 H -2.72 -0.55 -5.98  0.311
25 H -2.55 -0.11 -7.61  0.288
26 H 0.41 3.34 -3.53  0.262
27 H -0.93 3.75 -3.36  0.288
28 C 4.04 -0.26 0.51  -1.351
29 C 2.82 -0.51 1.41  0.316
30 C 2.07 -1.82 1.05  -0.724
31 O 0.78 -1.85 1.60  -0.287
32 C -0.09 -2.92 1.18  -0.783
33 N 3.03 -0.51 2.83  -0.579
34 H 4.59 0.58 0.94  0.373
35 H 3.71 0.10 -0.46  0.345
36 H 4.56 -1.21 0.36  0.322
37 H 2.11 0.28 1.19  0.271
38 H 2.68 -2.59 1.54  0.287
39 H 2.00 -2.07 -0.01  0.431
40 H -0.56 -2.71 0.22  0.303
41 H -0.92 -3.00 1.89  0.252
42 H 0.34 -3.91 1.20  0.316
43 H 3.36 0.39 3.15  0.256
44 H 3.79 -1.17 2.95  0.254

As for the charge: +1. The value obtained for the lowest unoccupied orbital energy is -0.1628 hartree. For the energy above the lowest of the compared OMol25 structures with the same formula, charge and spin, the calculation gives 3.502 eV. Its orbital gap is 6.839 eV. The calculation puts the total energy at -1332.6570 a.u. As for the multiplicity: 1. For the HOMO energy, the calculation gives -11.27 eV.

# 4
DFT (the ωB97M-V functional and the def2-TZVPD basis) results for a cluster of 2 separate species, C2H6OS in total.

Each line ends with the Mulliken charge.
Element x y z (Å)
1 C 0.97 -2.07 1.30  -0.716
2 S 0.26 -1.19 -0.19  -0.182
3 H 1.08 -1.28 2.03  0.258
4 H 0.23 -2.80 1.60  0.272
5 H 1.89 -2.51 0.98  0.259
6 H -0.59 -0.55 0.58  0.113
7 O -2.10 2.83 -1.35  -0.382
8 C -0.94 2.60 -1.59  -0.069
9 H -0.65 1.78 -2.26  0.220
10 H -0.14 3.19 -1.10  0.227

The value obtained for the lowest unoccupied orbital energy is 0.0323 hartree. For the energy above the lowest of the compared OMol25 structures with the same formula, charge and spin, the calculation gives 0.667 eV. Its orbital gap is 10.106 eV. The calculation puts the total energy at -553.1789 a.u. As for the SMILES: C=O.CS. As for the multiplicity: 1. For the HOMO energy, the calculation gives -9.23 eV.

# 5
DFT (the ωB97M-V functional and the def2-TZVPD basis) results for a structure of composition C17H27CuN2O2Si.

Each line ends with the Mulliken charge.
Element x y z (Å)
1 Cu 0.30 0.17 -0.10  -0.572
2 C -3.32 -0.78 0.72  -1.216
3 C -2.24 -1.83 0.71  0.629
4 C -2.52 -3.18 0.87  -0.649
5 C -1.46 -4.08 0.85  -0.553
6 C -0.16 -3.64 0.70  -0.502
7 C 0.07 -2.25 0.56  1.511
8 N -0.99 -1.39 0.58  -0.262
9 N 1.23 -1.60 0.36  -0.280
10 Si 2.81 -2.24 0.39  -0.154
11 C 3.13 -3.21 1.97  -1.083
12 C 3.17 -3.40 -1.04  -1.004
13 C 4.02 -0.82 0.32  -1.043
14 H -3.58 -0.53 1.75  0.234
15 H -4.23 -1.16 0.24  0.395
16 H -2.98 0.12 0.23  0.076
17 H -3.54 -3.51 0.98  0.389
18 H -1.65 -5.14 0.96  0.389
19 H 0.67 -4.33 0.65  0.213
20 H 2.58 -4.16 2.00  0.306
21 H 2.84 -2.63 2.85  0.299
22 H 4.20 -3.45 2.07  0.339
23 H 2.63 -4.34 -0.94  0.315
24 H 4.24 -3.64 -1.08  0.352
25 H 2.88 -2.95 -1.99  0.328
26 H 3.62 0.04 0.87  0.275
27 H 4.19 -0.49 -0.71  0.193
28 H 4.98 -1.11 0.76  0.430
29 C 3.29 1.09 -2.85  -1.228
30 C 2.10 0.45 -2.16  0.965
31 O 1.49 -0.47 -2.72  -0.697
32 O 1.80 0.96 -1.03  -0.602
33 H 3.81 0.36 -3.47  0.304
34 H 3.97 1.53 -2.12  0.296
35 H 2.92 1.89 -3.50  0.371
36 C -3.69 3.52 1.13  -1.556
37 C -2.56 3.81 0.14  2.066
38 C -1.78 5.05 0.62  -1.645
39 C -3.15 4.09 -1.24  -1.580
40 C -1.65 2.65 0.07  2.010
41 C -0.90 1.70 0.00  -2.389
42 H -4.37 4.38 1.21  0.379
43 H -3.28 3.30 2.12  0.371
44 H -4.27 2.65 0.81  0.326
45 H -2.44 5.92 0.67  0.379
46 H -0.96 5.26 -0.06  0.381
47 H -1.35 4.87 1.61  0.366
48 H -3.82 4.96 -1.20  0.369
49 H -3.72 3.23 -1.59  0.376
50 H -2.36 4.29 -1.96  0.385

As for the charge: -1. The value obtained for the lowest unoccupied orbital energy (spin up / spin down) is 0.1106 / 0.1104 hartree. Its orbital gap (spin up / spin down) is 7.543 / 7.535 eV. The calculation puts the total energy at -2854.0517 a.u. As for the expectation value of S²: 0.753. As for the multiplicity: 2. For the HOMO energy (spin up / spin down), the calculation gives -4.53 / -4.53 eV.